{
  "formula": "C32H29IrN3P2S7Sb",
  "method": "the ωB97M-V functional and the def2-TZVPD basis",
  "species": ["Ir", "C", "S", "C", "C", "C", "N", "P", "C", "C", "C", "C", "C", "C", "C", "C", "C", "C", "C", "C", "P", "C", "C", "C", "C", "C", "C", "C", "C", "C", "C", "C", "C", "H", "H", "H", "H", "H", "H", "H", "H", "H", "H", "H", "H", "H", "H", "H", "H", "H", "H", "H", "H", "H", "H", "H", "H", "H", "H", "H", "H", "H", "S", "Sb", "S", "S", "S", "S", "C", "C", "N", "C", "S", "C", "N"],
  "xyz": [[2.29, 1.17, 1.13], [-4.68, -0.40, -1.19], [-4.16, 0.40, -2.74], [-2.69, -0.59, -3.17], [-1.37, 0.03, -2.73], [-1.21, -0.01, -1.22], [0.05, 0.55, -0.72], [0.05, 1.48, 0.71], [-0.96, 2.93, 0.28], [-1.02, 3.41, -1.02], [-1.65, 4.61, -1.31], [-2.19, 5.37, -0.29], [-2.10, 4.93, 1.03], [-1.48, 3.72, 1.31], [-1.01, 0.57, 1.89], [-0.38, -0.32, 2.75], [-1.11, -1.04, 3.68], [-2.48, -0.89, 3.75], [-3.13, -0.02, 2.89], [-2.40, 0.71, 1.96], [1.62, -0.26, -0.69], [2.01, -0.13, -2.48], [1.82, 1.09, -3.11], [2.12, 1.25, -4.46], [2.66, 0.18, -5.18], [2.92, -1.02, -4.53], [2.61, -1.17, -3.19], [1.17, -2.01, -0.48], [0.46, -2.72, -1.43], [0.25, -4.10, -1.32], [0.78, -4.81, -0.22], [1.53, -4.18, 0.71], [1.93, -2.77, 0.56], [-5.55, 0.16, -0.84], [-3.90, -0.36, -0.45], [-4.97, -1.43, -1.39], [-2.72, -0.68, -4.26], [-2.82, -1.58, -2.73], [-1.32, 1.06, -3.08], [-0.55, -0.52, -3.20], [-1.33, -1.05, -0.88], [-2.01, 0.59, -0.77], [-0.57, 2.82, -1.82], [-1.71, 4.96, -2.34], [-2.68, 6.31, -0.51], [-2.50, 5.53, 1.83], [-1.40, 3.39, 2.34], [0.70, -0.41, 2.70], [-0.59, -1.71, 4.37], [-3.05, -1.43, 4.50], [-4.20, 0.11, 2.94], [-2.90, 1.42, 1.31], [1.41, 1.92, -2.54], [1.95, 2.20, -4.94], [2.89, 0.30, -6.23], [3.36, -1.84, -5.08], [2.83, -2.10, -2.68], [0.01, -2.19, -2.26], [-0.33, -4.61, -2.07], [0.56, -5.86, -0.12], [1.92, -4.71, 1.58], [2.02, -2.26, 1.52], [7.08, -4.45, 0.36], [4.82, -4.86, 0.54], [3.71, -2.64, -0.13], [3.65, -0.22, 2.42], [4.26, -5.36, 2.73], [2.24, 3.05, 2.64], [1.71, 2.22, 4.08], [0.40, 2.53, 4.54], [-0.67, 2.79, 4.88], [2.44, 1.29, 4.76], [4.02, 0.76, 4.21], [1.95, 0.69, 5.95], [1.59, 0.19, 6.92]],
  "total_energy_ev": -141928.4380,
  "lumo_ev": 2.032,
  "relative_energy_kj_mol": 377.9,
  "homo_ev": -1.7,
  "gap_ev": 3.74,
  "charge": -2
}